Record 1
Computed, not measured: a 12-piece molecular cluster, C32H63N5O7S5 overall, with ωB97M-V/def2-TZVPD.

Each line ends with the Mulliken charge.
Positions of all 112 atoms, in Å:
C (-15.151, -18.748, -16.888)  -0.569
O (-15.699, -20.052, -16.776)  -0.508
H (-15.934, -18.086, -16.517)  0.386
H (-14.307, -18.722, -16.198)  0.206
H (-14.649, -18.499, -17.823)  0.123
H (-16.184, -20.147, -15.953)  0.277
C (-12.573, -24.697, -20.156)  0.176
O (-12.447, -26.058, -19.637)  -0.552
H (-11.642, -24.131, -20.155)  -0.050
H (-12.827, -24.827, -21.208)  0.246
H (-13.339, -24.079, -19.687)  -0.235
H (-11.811, -26.491, -20.211)  0.473
N (-17.820, -20.368, -18.945)  0.164
C (-18.463, -19.354, -19.680)  -0.515
C (-19.168, -20.009, -20.672)  -0.561
C (-19.034, -21.373, -20.448)  -0.573
C (-18.115, -21.564, -19.500)  -0.398
H (-17.129, -20.177, -18.234)  0.298
H (-18.477, -18.362, -19.253)  0.494
H (-19.814, -19.494, -21.367)  0.415
H (-19.550, -22.119, -21.035)  0.409
H (-17.772, -22.494, -19.071)  0.337
N (-8.209, -20.118, -18.582)  0.107
C (-7.044, -19.663, -19.097)  -0.632
C (-6.468, -20.637, -19.828)  -0.578
C (-7.317, -21.807, -19.811)  -0.517
C (-8.485, -21.356, -19.134)  -0.493
H (-8.849, -19.427, -18.215)  0.256
H (-6.648, -18.670, -18.943)  0.431
H (-5.538, -20.470, -20.351)  0.387
H (-7.174, -22.743, -20.331)  0.315
H (-9.472, -21.774, -18.996)  0.666
N (-12.604, -17.697, -20.623)  0.573
C (-12.767, -17.159, -19.381)  -0.360
C (-13.327, -15.888, -19.553)  -1.275
C (-13.576, -15.767, -20.884)  -0.531
C (-13.021, -16.811, -21.618)  -0.517
H (-12.081, -18.547, -20.774)  -0.004
H (-12.450, -17.701, -18.503)  0.766
H (-13.470, -15.153, -18.774)  0.462
H (-13.973, -14.958, -21.480)  0.456
H (-12.977, -16.856, -22.696)  0.484
N (-13.519, -23.615, -27.571)  0.050
C (-12.454, -23.006, -26.974)  -0.885
C (-12.858, -22.831, -25.681)  0.472
C (-14.151, -23.251, -25.516)  -0.596
C (-14.524, -23.824, -26.713)  -0.799
H (-13.545, -23.796, -28.564)  0.213
H (-11.645, -22.663, -27.602)  0.395
H (-12.347, -22.290, -24.898)  0.164
H (-14.726, -23.242, -24.602)  0.618
H (-15.512, -24.170, -26.975)  0.399
N (-14.213, -21.073, -19.586)  1.912
C (-14.622, -21.511, -20.754)  -1.884
C (-13.535, -21.674, -21.573)  0.290
C (-12.478, -21.361, -20.801)  -0.988
C (-12.904, -20.928, -19.606)  -0.883
H (-14.854, -20.813, -18.850)  -0.483
H (-15.651, -21.800, -20.913)  0.359
H (-13.425, -22.182, -22.520)  0.630
H (-11.471, -21.556, -21.139)  0.693
H (-12.416, -20.562, -18.715)  0.299
C (-9.809, -17.806, -25.342)  -1.072
S (-9.891, -18.486, -23.651)  0.428
O (-10.573, -17.382, -22.842)  -0.550
C (-11.061, -19.950, -23.847)  -0.607
H (-9.172, -16.923, -25.284)  0.350
H (-10.774, -17.564, -25.787)  0.339
H (-9.432, -18.459, -26.129)  0.382
H (-12.063, -19.541, -23.982)  0.233
H (-10.946, -20.607, -22.985)  -0.026
H (-10.790, -20.412, -24.797)  0.476
C (-15.221, -23.432, -16.784)  -0.514
S (-13.699, -24.467, -16.671)  0.713
O (-13.187, -24.330, -15.213)  -0.720
C (-14.562, -26.096, -16.494)  -1.132
H (-14.955, -22.388, -16.618)  -0.195
H (-15.839, -23.847, -15.987)  0.535
H (-15.757, -23.402, -17.733)  0.207
H (-14.673, -26.507, -17.497)  0.352
H (-15.409, -26.116, -15.810)  0.342
H (-13.872, -26.808, -16.041)  0.378
C (-16.026, -18.336, -22.401)  -0.596
S (-16.805, -19.681, -23.446)  0.565
O (-17.936, -19.023, -24.200)  -0.705
C (-15.366, -20.172, -24.454)  -0.287
H (-15.170, -18.724, -21.848)  -0.125
H (-16.698, -18.066, -21.586)  0.303
H (-16.005, -17.378, -22.920)  0.504
H (-14.654, -20.716, -23.834)  -0.283
H (-15.009, -19.332, -25.051)  0.408
H (-15.727, -20.923, -25.157)  0.374
C (-8.544, -25.621, -21.282)  -0.938
S (-9.861, -26.447, -22.274)  0.382
O (-10.644, -27.156, -21.174)  -0.680
C (-10.804, -24.897, -22.812)  -0.664
H (-7.856, -26.436, -21.058)  0.456
H (-8.922, -25.020, -20.455)  0.226
H (-7.954, -24.919, -21.872)  0.359
H (-10.250, -24.583, -23.696)  0.535
H (-10.894, -24.061, -22.118)  -0.126
H (-11.807, -25.188, -23.124)  0.408
C (-9.389, -20.542, -15.526)  -0.970
S (-10.982, -19.688, -15.474)  0.241
O (-11.134, -18.942, -16.756)  -0.484
C (-12.114, -21.198, -15.566)  -0.476
H (-8.547, -19.850, -15.529)  0.371
H (-9.209, -21.204, -16.373)  0.225
H (-9.475, -21.130, -14.613)  0.443
H (-11.658, -22.186, -15.629)  0.530
H (-12.734, -21.058, -16.452)  -0.365
H (-12.824, -21.162, -14.739)  0.439

- energy relative to the best compared isomer or geometry (same formula, charge and spin) (kcal/mol) = 40.7
- multiplicity = 1
- M (g mol⁻¹) = 790.22
- electronic energy (a.u.) = -4048.151489

Record 2
Computed, not measured: C45H47N6O2PTi as an isolated structure, with ωB97M-V/def2-TZVPD.

Each line ends with the Mulliken charge.
Positions of all 102 atoms, in Å:
Ti (0.417, -0.207, 0.253)  -1.638
C (0.835, 4.554, 5.449)  -1.612
C (0.937, 3.400, 4.520)  -0.191
C (1.357, 2.153, 4.959)  -0.795
C (1.430, 1.028, 4.109)  0.283
C (1.929, -0.180, 4.662)  -0.043
N (2.043, -1.309, 4.031)  0.300
C (2.662, -2.503, 4.567)  -1.056
C (3.890, -2.906, 3.736)  0.174
C (3.635, -3.954, 2.648)  -1.044
N (2.489, -3.668, 1.816)  0.603
C (1.625, -4.572, 1.468)  0.282
C (0.494, -4.389, 0.639)  0.037
C (-0.232, -5.544, 0.275)  -0.992
C (-1.307, -5.513, -0.605)  -0.201
C (-2.050, -6.752, -0.945)  -1.732
C (-1.642, -4.270, -1.147)  -0.890
C (-0.988, -3.083, -0.788)  0.782
C (-1.342, -1.872, -1.485)  -0.648
N (-0.832, -0.704, -1.311)  0.608
C (-1.289, 0.341, -2.220)  -0.956
C (-0.172, 1.347, -2.494)  -0.324
C (0.004, 2.398, -1.399)  -1.234
N (0.303, 1.842, -0.078)  0.933
C (0.405, 2.705, 0.873)  -0.697
C (0.689, 2.450, 2.264)  0.567
C (0.643, 3.529, 3.160)  -0.529
C (1.051, 1.154, 2.728)  0.333
O (1.098, 0.131, 1.908)  1.053
C (0.086, -3.105, 0.144)  0.874
O (0.676, -1.994, 0.520)  0.100
H (0.725, 4.221, 6.477)  0.436
H (0.003, 5.207, 5.193)  0.429
H (1.739, 5.163, 5.405)  0.324
H (1.647, 2.044, 5.995)  0.547
H (2.252, -0.162, 5.700)  0.540
H (1.725, -1.318, 3.056)  -0.275
H (1.928, -3.315, 4.598)  0.341
H (2.968, -2.291, 5.593)  0.537
H (4.627, -3.350, 4.405)  0.463
H (4.344, -2.012, 3.305)  -0.261
H (3.484, -4.939, 3.100)  0.603
H (4.529, -4.006, 2.017)  0.261
H (2.409, -2.732, 1.405)  -0.932
H (1.805, -5.578, 1.840)  0.572
H (0.084, -6.496, 0.681)  0.571
H (-1.394, -7.619, -0.987)  0.438
H (-2.585, -6.665, -1.886)  0.402
H (-2.787, -6.964, -0.168)  0.349
H (-2.441, -4.214, -1.873)  0.560
H (-2.082, -2.009, -2.282)  0.497
H (-2.161, 0.845, -1.779)  0.153
H (-1.623, -0.105, -3.166)  0.739
H (-0.418, 1.880, -3.414)  0.516
H (0.762, 0.799, -2.670)  -0.184
H (-0.910, 3.009, -1.345)  0.682
H (0.818, 3.076, -1.691)  0.547
H (0.277, 3.767, 0.638)  0.513
H (0.362, 4.502, 2.781)  0.622
C (6.143, -0.762, 2.110)  -0.761
C (5.156, 0.180, 2.368)  -0.912
C (4.092, 0.324, 1.495)  0.061
C (4.018, -0.445, 0.331)  0.486
C (4.990, -1.421, 0.103)  -0.623
C (6.045, -1.571, 0.989)  -1.004
P (2.705, -0.081, -0.905)  3.818
C (3.047, -1.238, -2.267)  -0.061
C (2.111, -2.199, -2.643)  -0.515
C (2.369, -3.034, -3.718)  -0.634
C (3.561, -2.923, -4.417)  -0.918
C (4.506, -1.983, -4.032)  -0.906
C (4.255, -1.138, -2.966)  -0.622
C (3.202, 1.542, -1.617)  1.138
C (3.194, 1.728, -3.003)  -0.382
C (3.545, 2.952, -3.546)  -0.984
C (3.882, 4.013, -2.719)  -0.816
C (3.878, 3.841, -1.343)  -0.959
C (3.533, 2.619, -0.793)  -0.465
H (6.981, -0.858, 2.780)  0.460
H (5.233, 0.819, 3.236)  0.542
H (3.332, 1.067, 1.712)  -0.456
H (4.947, -2.041, -0.781)  0.532
H (6.811, -2.301, 0.783)  0.557
H (1.179, -2.284, -2.093)  0.249
H (1.636, -3.764, -4.021)  0.525
H (3.751, -3.562, -5.264)  0.476
H (5.438, -1.900, -4.570)  0.512
H (4.982, -0.389, -2.682)  0.707
H (2.947, 0.913, -3.668)  0.493
H (3.558, 3.073, -4.618)  0.495
H (4.156, 4.964, -3.148)  0.479
H (4.154, 4.661, -0.697)  0.519
H (3.558, 2.505, 0.281)  0.271
N (-2.941, 0.145, 2.976)  -0.050
C (-3.256, 1.180, 2.156)  -0.867
C (-2.365, 1.127, 1.125)  -0.468
N (-1.509, 0.072, 1.311)  0.862
C (-1.892, -0.498, 2.445)  -0.822
H (-3.444, -0.095, 3.821)  0.270
H (-4.055, 1.870, 2.347)  0.461
H (-2.311, 1.773, 0.270)  0.375
H (-1.440, -1.372, 2.879)  0.598

- energy relative to the best compared isomer or geometry (same formula, charge and spin) (kcal/mol) = 12.9
- charge = +4
- multiplicity = 1
- M (g mol⁻¹) = 782.75
- electronic energy (a.u.) = -3411.675311

Record 3
Computed, not measured: a 9-piece molecular cluster, C29H55BCl3F4N8O7 overall, with ωB97M-V/def2-TZVPD.

Each line ends with the Mulliken charge.
Positions of all 107 atoms, in Å:
C (-0.176, -8.660, -6.704)  -0.855
N (-0.268, -7.704, -5.556)  0.021
C (-1.226, -7.833, -4.601)  -0.224
C (-1.278, -6.989, -3.461)  -0.756
C (-0.366, -5.956, -3.369)  0.711
C (0.693, -5.936, -4.286)  -0.635
C (0.733, -6.799, -5.355)  -0.259
C (-0.440, -5.007, -2.239)  0.873
C (-0.406, -3.651, -2.449)  -0.615
C (-0.513, -2.764, -1.385)  0.031
N (-0.793, -3.191, -0.112)  0.091
C (-0.810, -4.527, 0.138)  -0.309
C (-0.681, -5.455, -0.922)  -0.704
C (-0.968, -2.232, 1.018)  -0.670
H (0.276, -9.564, -6.295)  0.345
H (0.402, -8.174, -7.490)  0.372
H (-1.230, -8.809, -6.936)  0.326
H (-2.014, -8.530, -4.845)  0.404
H (-2.168, -7.193, -2.884)  0.453
H (1.481, -5.209, -4.160)  0.577
H (1.550, -6.926, -6.050)  0.452
H (-0.285, -3.239, -3.440)  0.509
H (-0.499, -1.712, -1.630)  0.143
H (-1.227, -4.693, 1.120)  0.425
H (-0.753, -6.497, -0.647)  0.501
H (-1.463, -1.440, 0.455)  0.106
H (0.039, -1.958, 1.334)  0.188
H (-1.415, -2.657, 1.916)  0.438
B (0.504, 1.551, -0.316)  -0.068
F (-0.110, 1.620, 0.905)  0.864
F (0.495, 0.224, -0.657)  0.061
F (-0.167, 2.183, -1.300)  -0.588
F (1.797, 2.014, -0.235)  -0.276
O (-5.173, 2.208, -0.288)  -0.712
C (-3.986, 2.488, -0.060)  0.575
N (-2.960, 1.657, -0.010)  0.154
C (-3.568, 3.918, 0.215)  -0.434
H (-3.252, 0.760, -0.370)  0.093
H (-2.041, 1.949, 0.290)  -0.320
H (-2.699, 4.169, -0.392)  -0.031
H (-3.289, 4.086, 1.255)  0.065
H (-4.398, 4.579, -0.036)  0.408
O (1.751, -1.780, -4.200)  -0.678
C (1.734, -0.731, -3.582)  0.449
N (0.575, -0.089, -3.416)  -0.276
C (2.958, -0.242, -2.805)  -0.362
H (0.555, 0.557, -2.641)  -0.037
H (-0.230, -0.458, -3.904)  0.272
H (2.805, 0.837, -2.822)  0.176
H (3.942, -0.492, -3.201)  0.507
H (2.751, -0.539, -1.777)  -0.192
O (1.423, 5.281, 2.894)  -0.159
C (0.746, 5.641, 1.921)  0.377
N (0.967, 6.805, 1.384)  -0.249
C (-0.129, 4.668, 1.234)  0.160
H (0.538, 7.048, 0.502)  0.215
H (1.550, 7.499, 1.830)  0.279
H (-1.020, 5.257, 1.013)  0.463
H (-0.257, 3.750, 1.806)  -0.408
H (0.229, 4.412, 0.237)  0.148
O (6.270, 0.262, -2.012)  -0.637
C (6.289, 0.986, -1.016)  0.417
N (7.470, 1.375, -0.504)  -0.351
C (5.068, 1.593, -0.434)  0.121
H (8.339, 1.000, -0.857)  0.253
H (7.503, 2.121, 0.177)  0.194
H (4.364, 0.852, -0.055)  -0.345
H (4.499, 1.987, -1.275)  0.017
H (5.311, 2.436, 0.212)  0.367
O (3.683, -1.841, 2.555)  -0.707
C (3.200, -0.759, 2.241)  0.747
N (2.452, -0.565, 1.204)  0.270
C (3.371, 0.524, 3.074)  -0.915
H (2.351, -1.390, 0.630)  0.095
H (1.872, 0.184, 0.854)  -0.591
H (3.096, 0.358, 4.116)  0.361
H (2.739, 1.340, 2.724)  0.096
H (4.408, 0.858, 3.049)  0.310
C (0.155, 4.647, -3.407)  0.635
Cl (1.832, 4.588, -2.836)  -0.153
Cl (0.233, 4.988, -5.155)  -0.103
Cl (-0.754, 5.809, -2.326)  -0.179
H (-0.253, 3.668, -3.157)  -0.190
C (-4.759, 2.436, 3.718)  -0.092
O (-4.804, 1.145, 4.311)  -0.362
C (-4.313, 0.050, 3.614)  -1.321
C (-2.927, 0.101, 3.027)  1.453
N (-2.009, -0.124, 4.147)  -0.335
C (-0.684, 0.504, 4.018)  -0.355
C (-0.753, 2.011, 4.171)  0.554
O (-1.367, 2.272, 5.426)  -0.468
C (-1.687, 3.667, 5.596)  -0.611
H (-5.029, 3.237, 4.406)  0.350
H (-5.414, 2.420, 2.847)  0.333
H (-3.809, 2.710, 3.260)  -0.430
H (-4.936, 0.093, 2.721)  0.535
H (-4.488, -0.911, 4.098)  0.373
H (-2.809, 0.999, 2.421)  -0.576
H (-2.834, -0.662, 2.254)  -0.425
H (-2.451, 0.233, 4.982)  0.447
H (-0.174, 0.233, 3.094)  -0.525
H (-0.086, 0.108, 4.839)  0.461
H (-1.283, 2.435, 3.318)  -0.560
H (0.184, 2.567, 4.198)  0.730
H (-2.466, 3.934, 4.882)  0.157
H (-0.730, 4.188, 5.623)  0.286
H (-2.110, 3.818, 6.589)  0.250

- charge = +2
- multiplicity = 2
- M (g mol⁻¹) = 820.97
- electronic energy (a.u.) = -3907.216767